{"formula": "C43H44FI2N2O10", "method": "wB97M-V/def2-TZVPD", "total_charge": 1, "symbols": ["C", "C", "C", "C", "C", "C", "C", "C", "O", "O", "C", "N", "C", "C", "C", "C", "C", "I", "C", "C", "I", "N", "C", "F", "C", "C", "H", "H", "H", "H", "H", "H", "H", "H", "H", "H", "H", "H", "H", "H", "H", "H", "H", "H", "H", "H", "H", "H", "H", "H", "H", "H", "H", "H", "C", "C", "C", "O", "C", "C", "C", "O", "H", "H", "H", "H", "C", "C", "C", "O", "C", "C", "C", "O", "H", "H", "H", "H", "C", "C", "C", "O", "C", "C", "C", "O", "H", "H", "H", "H", "C", "C", "C", "O", "C", "C", "C", "O", "H", "H", "H", "H"], "xyz": [[4.934240, -0.821854, 3.412853], [4.970794, -0.471123, 1.895277], [5.355607, -1.657180, 0.991362], [4.299637, -2.821425, 0.927719], [2.905663, -2.351961, 1.305282], [2.462338, -2.716631, 2.542321], [1.208068, -2.335850, 2.978639], [0.827966, -2.810966, 4.374354], [1.453883, -3.727495, 4.855060], [-0.208511, -2.239683, 5.062445], [0.398637, -1.594043, 2.098766], [-0.902493, -1.169307, 2.482849], [-0.768708, 0.132802, 3.208487], [-2.136198, 0.827937, 3.426766], [-2.249921, 2.110539, 2.542381], [0.882985, -1.278028, 0.831208], [-0.063758, -0.528663, -0.059446], [0.029811, 1.548639, -0.422576], [-1.060620, -1.210138, -0.630776], [-2.112174, -0.602178, -1.538315], [-1.330790, -3.306346, -0.292297], [2.140520, -1.644311, 0.460187], [2.669133, -1.263284, -0.865358], [2.674303, 0.099005, -0.981294], [1.912021, -1.939936, -2.044869], [1.756929, -0.943921, -3.215830], [5.726898, -0.303324, 3.957637], [3.978292, -0.522497, 3.860952], [5.045748, -1.904009, 3.559328], [5.765614, 0.276549, 1.768341], [4.055816, 0.045929, 1.572969], [5.508331, -1.271340, -0.021369], [6.296061, -2.062618, 1.375568], [4.626302, -3.622604, 1.593375], [4.309673, -3.208443, -0.098367], [3.084518, -3.312580, 3.199477], [-0.916026, -2.888833, 5.183461], [-1.291782, -1.871171, 3.098824], [-0.059112, 0.740325, 2.633021], [-0.289737, -0.014270, 4.189815], [-2.977426, 0.158412, 3.219648], [-2.199397, 1.103924, 4.485857], [-1.260248, 2.527311, 2.348243], [-2.769658, 1.826357, 1.623036], [-2.820120, 2.867410, 3.093764], [-2.989006, -1.262933, -1.518719], [-1.786077, -0.598725, -2.586304], [-2.458669, 0.375516, -1.194704], [3.710471, -1.555607, -0.984393], [0.961876, -2.371319, -1.739295], [2.557665, -2.742740, -2.421058], [1.107390, -0.102182, -2.958397], [2.732811, -0.513338, -3.470914], [1.380912, -1.478742, -4.093540], [10.281795, -4.397395, -0.525694], [9.089025, -3.941235, -0.898982], [8.732047, -2.510815, -0.749530], [7.640872, -2.094172, -1.088376], [9.752534, -1.605734, -0.170777], [10.946075, -2.059474, 0.203353], [11.305783, -3.492209, 0.054688], [12.390841, -3.906312, 0.392614], [10.561542, -5.438326, -0.626035], [8.330262, -4.585634, -1.324911], [9.471814, -0.564700, -0.071433], [11.704165, -1.414252, 0.628574], [3.191491, 1.831759, -6.739670], [1.904862, 1.610351, -6.484287], [1.037720, 0.900069, -7.455689], [-0.135039, 0.700125, -7.220426], [1.659590, 0.444937, -8.722718], [2.946578, 0.666232, -8.979553], [3.814552, 1.376352, -8.007881], [4.986536, 1.576418, -8.238040], [3.840315, 2.348437, -6.043629], [1.433136, 1.934551, -5.564856], [1.010684, -0.071851, -9.418207], [3.417894, 0.342326, -9.898644], [-5.782612, 2.394913, 0.832437], [-6.862777, 2.766946, 1.515450], [-7.234809, 4.197592, 1.639302], [-8.216363, 4.544060, 2.262117], [-6.359590, 5.194215, 0.973664], [-5.280619, 4.819152, 0.291958], [-4.909098, 3.389457, 0.167821], [-3.923970, 3.047437, -0.456068], [-5.493515, 1.356159, 0.730121], [-7.514298, 2.056586, 2.005968], [-6.648296, 6.232685, 1.075390], [-4.629652, 5.530926, -0.199669], [-12.244619, 3.912306, 2.487556], [-11.035012, 3.355578, 2.469463], [-10.827356, 1.999522, 1.904408], [-9.727825, 1.481167, 1.885620], [-12.011672, 1.291810, 1.361271], [-13.218671, 1.849886, 1.379890], [-13.430170, 3.206025, 1.944430], [-14.529330, 3.714800, 1.959804], [-12.419887, 4.899529, 2.895682], [-10.163401, 3.857899, 2.859650], [-11.837001, 0.304097, 0.953512], [-14.095010, 1.348745, 0.988882]], "forces_ev_per_angstrom": [[-0.428, 0.008, -0.423], [0.652, 0.161, 0.455], [-0.689, 0.366, 0.172], [0.406, 0.873, -0.461], [1.786, -1.130, -0.402], [-0.732, -0.161, 0.767], [-0.148, 0.529, -0.088], [0.487, -1.583, 0.884], [-0.576, 0.920, -0.597], [0.042, 0.268, -1.189], [-0.253, -0.473, 1.017], [0.828, 0.460, -0.160], [-0.551, -0.281, 0.340], [0.781, 0.758, -0.236], [-0.484, -0.733, 0.857], [-0.606, 1.091, 0.028], [0.187, -0.864, -0.523], [0.202, -0.295, 0.314], [-0.427, 0.453, -0.304], [-0.584, -1.091, 0.292], [0.158, 0.607, -0.143], [-0.411, 0.438, 0.291], [0.032, -0.516, -1.703], [-0.133, -0.039, 0.524], [0.416, 0.604, -0.307], [0.126, -0.122, 0.217], [-0.090, -0.199, -0.062], [0.224, -0.087, 0.006], [0.077, 0.244, 0.126], [-0.232, -0.104, -0.145], [0.083, -0.297, 0.011], [0.293, -0.166, 0.208], [-0.079, -0.007, -0.345], [-0.426, 0.071, -0.050], [-0.018, -0.224, 0.328], [-0.025, 0.104, -0.180], [0.261, -0.161, 0.512], [-0.110, 0.214, 0.052], [-0.412, 0.059, -0.046], [-0.048, -0.162, -0.273], [0.264, -0.054, 0.008], [-0.035, -0.048, -0.194], [-0.187, -0.025, -0.158], [0.285, 0.491, -0.066], [-0.079, -0.093, -0.368], [0.147, 0.210, -0.052], [0.129, 0.299, 0.253], [0.333, 0.002, -0.177], [-0.155, -0.015, 0.694], [0.113, 0.051, -0.047], [-0.188, -0.068, 0.338], [-0.061, -0.247, -0.104], [-0.169, -0.138, -0.036], [-0.048, 0.201, 0.165], [-0.104, -0.041, -0.037], [0.026, -0.048, 0.019], [0.020, 0.014, -0.064], [-0.016, -0.040, 0.017], [0.045, 0.027, 0.034], [-0.072, 0.088, 0.002], [0.099, -0.026, 0.014], [-0.024, 0.003, 0.005], [0.045, 0.013, 0.012], [-0.014, 0.030, -0.017], [-0.026, -0.006, -0.028], [0.030, -0.038, -0.002], [-0.071, 0.001, 0.090], [0.102, 0.025, 0.057], [-0.097, -0.006, -0.027], [0.028, -0.031, 0.049], [0.077, -0.009, -0.059], [-0.099, -0.040, -0.014], [0.082, 0.014, -0.062], [-0.010, -0.011, 0.031], [0.037, 0.007, -0.041], [-0.049, 0.001, -0.026], [-0.036, 0.013, 0.026], [0.040, 0.023, 0.015], [-0.032, 0.062, 0.039], [0.102, -0.165, 0.074], [-0.035, 0.042, -0.003], [0.241, 0.081, -0.036], [0.046, 0.058, -0.044], [-0.025, 0.066, 0.018], [0.006, -0.044, -0.057], [0.058, -0.046, 0.007], [0.011, 0.005, -0.022], [-0.085, 0.050, -0.019], [-0.033, -0.013, 0.020], [0.019, -0.032, -0.016], [0.092, -0.057, -0.018], [-0.185, 0.006, 0.086], [-0.046, 0.063, 0.022], [-0.020, -0.053, -0.002], [-0.044, -0.040, -0.035], [0.039, -0.090, -0.033], [-0.074, 0.093, 0.012], [0.007, -0.024, -0.007], [-0.039, -0.006, -0.003], [0.039, -0.059, -0.018], [0.038, 0.004, 0.011], [-0.025, 0.038, 0.013]]}

{"formula": "C4H6O2", "method": "wB97M-V/def2-TZVPD", "smiles": "O=CCCC=O", "e_above_lowest_kj_mol": 175.9, "total_charge": 0, "symbols": ["O", "C", "C", "C", "C", "O", "H", "H", "H", "H", "H", "H"], "xyz": [[1.604464, 1.517195, 0.206747], [0.725964, 1.496502, -0.660441], [-0.165493, 0.319075, -0.770397], [0.230882, -0.807032, 0.269867], [-0.857780, -1.073001, 1.174311], [-1.389949, -0.204029, 1.813430], [0.442227, 2.395458, -1.311456], [-1.201685, 0.706641, -0.515060], [-0.161897, -0.087832, -1.744099], [1.247015, -0.489451, 0.718446], [0.508785, -1.614860, -0.479908], [-0.982533, -2.158665, 1.298560]], "forces_ev_per_angstrom": [[-1.287, 0.851, -2.201], [1.176, 0.816, 1.813], [-0.998, 0.174, 2.327], [2.898, 1.003, -4.175], [0.752, -0.611, 1.392], [-0.676, -0.303, -0.063], [0.727, -0.823, 0.649], [1.011, -0.381, -0.513], [-0.200, -0.215, -1.274], [-1.891, -0.441, -0.099], [-0.537, 0.069, 1.652], [-0.976, -0.139, 0.492]]}

{"formula": "C5H8O2", "method": "wB97M-V/def2-TZVPD", "e_above_lowest_kj_mol": 262.6, "total_charge": 0, "symbols": ["C", "C", "O", "C", "O", "C", "C", "H", "H", "H", "H", "H", "H", "H", "H"], "xyz": [[-0.683115, 1.284148, -1.357559], [0.636552, 0.928187, -0.704917], [1.476330, 1.764984, -0.458756], [-0.568529, -0.255640, 1.550670], [-0.079441, -0.743639, 2.669470], [0.889799, -0.545679, -0.393015], [-0.221357, -1.216325, 0.444244], [-0.839145, 0.701425, -2.273479], [-1.499586, 1.059410, -0.662780], [-0.686372, 2.350924, -1.591115], [-0.265016, -0.096741, 3.367443], [1.848539, -0.599999, 0.130437], [0.989360, -1.086114, -1.343343], [-1.117750, -1.345225, -0.174356], [0.119730, -2.199713, 0.797056]], "forces_ev_per_angstrom": [[0.052, 0.093, 0.019], [0.007, 0.084, -0.042], [-0.218, -0.252, -0.093], [0.197, -0.407, 0.059], [-0.178, 0.289, -0.072], [0.149, 0.067, -0.036], [-0.131, 0.083, 0.008], [0.045, 0.045, 0.149], [0.121, 0.030, -0.111], [-0.022, -0.173, 0.019], [0.063, -0.147, -0.011], [-0.138, 0.004, -0.070], [-0.001, 0.090, 0.129], [0.117, 0.034, 0.067], [-0.064, 0.160, -0.012]]}

One value per record, in order, for HOMO-LUMO gap: 6.9; 11.0; 9.5 eV.